# 1
# C4H14N

A 2-piece molecular cluster, C4H14N overall in a non-equilibrium geometry (wB97M-V/def2-TZVPD, OMol25).

Properties
energy = -5857.3741 eV
LUMO energy = -0.1302 Ha
multiplicity = 1
ΔE to the lowest compared entry with this formula, charge and spin = 1.480 eV
HOMO level = -14.97 eV
F_max = 3.86 eV/Å
charge = +1

Structure (XYZ):
```
19
Properties=species:S:1:pos:R:3:forces:R:3
C 2.588 -0.804 0.565 -1.085 -0.033 -2.527
C 1.708 -1.436 1.659 -1.605 0.655 -1.511
H 3.549 -0.395 0.798 0.700 -0.435 0.720
H 2.159 0.077 0.044 -0.471 0.051 0.647
H 2.685 -1.455 -0.366 0.205 0.245 1.480
H 0.573 -1.420 1.332 2.032 0.019 0.684
H 1.954 -2.474 1.750 0.148 -0.574 0.284
H 1.798 -0.949 2.619 -0.036 0.127 0.167
C -1.050 1.497 -1.663 -1.255 1.884 1.348
N -1.016 0.303 -0.713 -0.003 -0.069 -1.296
C -2.212 0.398 0.203 -0.911 -3.646 0.862
H -2.090 1.851 -1.901 0.874 -1.093 0.092
H -0.619 2.391 -1.174 -0.074 -0.703 0.268
H -0.461 1.377 -2.519 0.643 -0.799 -1.296
H -0.165 0.427 -0.151 -0.068 -0.534 -0.147
H -0.920 -0.580 -1.302 -0.321 1.190 1.296
H -3.145 0.089 -0.330 0.888 0.900 -0.020
H -2.168 1.405 0.517 -0.552 0.901 0.713
H -2.242 -0.396 1.089 0.891 1.913 -1.765
```
Positions in Å, forces in eV/Å.



# 2
# C3H5ClS

C3H5ClS as an isolated structure in a non-equilibrium geometry (wB97M-V/def2-TZVPD, OMol25).

Properties
energy = -26547.1251 eV
LUMO energy = -0.0132 Ha
multiplicity = 1
ΔE to the lowest compared entry with this formula, charge and spin = 1.847 eV
HOMO level = -9.38 eV
F_max = 4.32 eV/Å

Structure (XYZ):
```
10
Properties=species:S:1:pos:R:3:forces:R:3
C -0.676 -1.625 0.880 -1.310 0.595 -1.364
C -0.546 -0.386 0.509 -1.711 1.850 -1.347
C 1.010 1.341 -0.649 -0.659 -4.182 0.860
S 0.093 1.157 0.920 -0.031 -1.595 0.125
Cl -1.914 0.126 -1.296 1.074 -0.798 1.641
H -1.405 -2.336 0.533 -0.130 0.221 -0.505
H -0.033 -1.987 1.587 1.715 -0.709 1.988
H 1.795 1.973 -0.403 1.052 1.962 -0.454
H 0.162 1.451 -1.330 0.986 0.643 -0.621
H 1.514 0.288 -0.751 -0.985 2.012 -0.322
```
Positions in Å, forces in eV/Å.



# 3
# C3H14O4S

C3H14O4S as an isolated structure in a non-equilibrium geometry (wB97M-V/def2-TZVPD, OMol25).

Properties
energy = -22357.0599 eV
LUMO energy = -0.1456 Ha
multiplicity = 1
ΔE to the lowest compared entry with this formula, charge and spin = 6.442 eV
HOMO level = -9.76 eV
F_max = 3.51 eV/Å

Structure (XYZ):
```
22
Properties=species:S:1:pos:R:3:forces:R:3
C -0.464 0.300 0.338 -3.376 0.130 -0.947
O -0.518 0.713 -0.864 1.273 -0.726 -0.290
C -0.510 -1.240 0.430 1.141 -0.252 1.547
C 0.751 -1.620 -0.274 -0.322 -1.284 -0.642
S 2.017 -0.956 0.723 -0.441 1.587 0.257
H -1.175 0.844 0.991 0.609 -0.041 0.276
H 0.658 0.448 0.783 2.304 -1.052 0.670
H -1.585 1.144 -1.061 -1.199 2.462 -0.319
H -1.406 -1.733 0.138 -0.910 0.202 -0.822
H -0.424 -1.418 1.511 0.106 -0.234 -0.125
H 0.827 -2.711 -0.327 0.256 -0.142 0.295
H 0.783 -1.290 -1.312 0.003 0.252 0.116
H 5.613 -1.034 0.783 0.153 0.064 0.134
H 5.095 -1.295 0.330 -0.125 -0.066 -0.136
H -3.315 2.275 -1.111 0.053 1.037 -0.260
O -2.654 1.609 -1.093 0.130 -2.090 0.306
H 2.115 1.234 -0.170 0.389 0.856 -0.517
H 2.756 2.342 -1.071 -0.156 -0.204 0.172
O 2.102 2.192 -0.376 0.057 -0.413 0.185
H -3.314 0.480 -0.172 -0.285 -0.360 0.903
H -3.805 0.006 1.337 -0.123 0.531 0.119
O -3.548 -0.289 0.469 0.466 -0.256 -0.922
```
Positions in Å, forces in eV/Å.



# 4
# C4H8OS

A 2-piece molecular cluster, C4H8OS overall in a non-equilibrium geometry (wB97M-V/def2-TZVPD, OMol25).

Properties
energy = -17155.8890 eV
LUMO energy (spin up / spin down) = 0.0257 / 0.0257 Ha
multiplicity = 1
ΔE to the lowest compared entry with this formula, charge and spin = 4.561 eV
HOMO level (spin up / spin down) = -8.09 / -8.09 eV
F_max = 4.44 eV/Å

Structure (XYZ):
```
14
Properties=species:S:1:pos:R:3:forces:R:3
C 2.046 0.969 0.097 1.933 0.693 1.672
C 0.837 1.274 -0.229 -2.723 -3.258 -0.502
C -0.409 -1.330 0.643 2.461 -0.278 1.875
C -0.863 -0.231 -0.256 2.635 3.074 1.826
O -0.941 -0.505 -1.538 -0.317 -1.462 -2.583
S -2.288 0.795 0.297 -0.115 -1.954 1.553
H 3.013 1.511 0.280 -1.162 0.488 -1.213
H 2.217 0.093 0.653 -0.249 -1.748 0.546
H 0.331 1.923 -0.857 -0.422 1.784 -0.704
H 0.606 -1.858 0.405 -1.626 1.410 -0.310
H -0.220 -0.904 1.649 -0.076 -0.006 -0.511
H -1.027 -2.173 0.884 -1.189 -0.373 -0.484
H -1.194 -1.444 -1.653 0.226 0.584 -0.145
H -2.108 1.880 -0.376 0.623 1.047 -1.018
```
Positions in Å, forces in eV/Å.



# 5
# C19H22Cl2N4O2

One molecule with the formula C19H22Cl2N4O2 in a non-equilibrium geometry (wB97M-V/def2-TZVPD, OMol25).

Properties
energy = -55159.9859 eV
LUMO energy = 0.0205 Ha
multiplicity = 1
SMILES = CCN(CC)C(=O)COc1ccc(/C(C)=N/Nc2ncc(Cl)cc2Cl)cc1
HOMO level = -7.62 eV
F_max = 1.50 eV/Å

Structure (XYZ):
```
49
Properties=species:S:1:pos:R:3:forces:R:3
C -1.913 -2.498 -1.659 -0.231 -0.044 0.102
C -3.265 -2.726 -0.989 0.288 -0.214 0.035
N -3.719 -1.523 -0.308 0.080 -0.110 -0.196
C -4.515 -0.595 -1.085 -0.441 0.174 0.000
C -5.994 -0.982 -1.082 0.263 0.066 -0.096
C -3.435 -1.400 1.001 -0.088 0.326 0.105
O -2.902 -2.286 1.646 0.149 -0.152 0.290
C -3.799 -0.077 1.694 0.032 -0.134 0.242
O -3.346 1.090 1.042 0.049 0.187 -0.008
C -2.004 1.287 0.884 0.234 0.235 -0.174
C -1.648 2.453 0.206 -0.304 -0.182 0.099
C -0.324 2.763 -0.011 0.193 -0.169 0.080
C 0.689 1.913 0.436 -0.551 -0.257 0.178
C 2.106 2.200 0.211 0.775 0.221 -0.139
C 2.537 3.618 -0.074 0.084 -0.307 0.015
N 2.894 1.196 0.273 -0.647 -0.411 0.065
N 4.209 1.307 0.064 0.371 1.430 -0.270
C 5.033 0.232 0.167 0.438 -0.671 0.079
N 4.517 -0.947 0.493 -0.292 0.494 -0.049
C 5.297 -2.003 0.597 0.489 -0.150 -0.047
C 6.665 -1.946 0.379 -0.064 0.319 -0.059
Cl 7.652 -3.353 0.525 0.074 -0.186 0.029
C 7.243 -0.724 0.037 -0.354 -0.200 0.096
C 6.420 0.373 -0.070 -0.185 -0.162 0.060
Cl 7.085 1.919 -0.492 -0.002 0.054 -0.013
C 0.320 0.743 1.101 0.077 0.311 -0.130
C -1.004 0.429 1.332 -0.329 -0.099 0.075
H -1.971 -1.694 -2.390 0.030 0.069 -0.088
H -1.592 -3.405 -2.164 0.086 -0.083 -0.095
H -1.170 -2.232 -0.912 0.084 0.022 0.060
H -3.174 -3.515 -0.240 -0.109 0.056 -0.176
H -4.016 -3.017 -1.727 -0.028 0.006 0.061
H -4.399 0.414 -0.694 0.063 -0.110 -0.137
H -4.134 -0.604 -2.109 0.039 0.071 0.075
H -6.137 -1.977 -1.497 -0.057 -0.095 -0.032
H -6.561 -0.274 -1.680 -0.130 0.051 -0.068
H -6.389 -0.977 -0.069 -0.062 0.010 0.100
H -3.404 -0.134 2.715 -0.052 -0.063 -0.194
H -4.887 0.028 1.746 0.113 -0.025 0.013
H -2.434 3.105 -0.144 -0.088 0.071 -0.038
H -0.086 3.663 -0.558 0.040 0.112 -0.025
H 1.818 4.323 0.332 0.005 0.065 -0.005
H 2.624 3.784 -1.148 0.027 0.083 -0.065
H 3.504 3.827 0.385 0.047 0.056 0.005
H 4.645 2.196 -0.180 -0.259 -0.312 0.090
H 4.807 -2.927 0.865 0.077 -0.180 0.027
H 8.304 -0.644 -0.138 0.067 0.037 -0.018
H 1.100 0.079 1.436 0.050 -0.095 0.062
H -1.244 -0.483 1.853 -0.052 -0.119 0.078
```
Positions in Å, forces in eV/Å.



# 6
# C33H36N11O5V

C33H36N11O5V as an isolated structure in a non-equilibrium geometry (wB97M-V/def2-TZVPD, OMol25).

Properties
expectation value of S² = 2.01
energy = -87111.7392 eV
LUMO energy (spin up / spin down) = -0.2488 / -0.2570 Ha
multiplicity = 3
ΔE to the lowest compared entry with this formula, charge and spin = 0.953 eV
HOMO level (spin up / spin down) = -12.85 / -12.85 eV
F_max = 1.21 eV/Å
charge = +2

Structure (XYZ):
```
86
Properties=species:S:1:pos:R:3:forces:R:3
V 0.457 0.814 2.348 -0.095 1.004 -0.676
O 0.638 -3.205 2.933 -0.124 -0.337 -0.616
C 0.774 -1.924 2.983 -0.140 0.192 -0.167
O 0.234 -1.133 2.189 -0.150 -0.962 0.065
C 1.615 -1.316 4.042 0.018 0.016 0.068
C 2.361 -1.899 5.044 -0.004 0.010 -0.015
C 3.085 -1.040 5.879 0.004 0.016 0.002
C 3.041 0.335 5.691 0.009 -0.002 0.012
C 2.251 0.829 4.660 -0.008 0.013 -0.024
N 1.575 0.009 3.881 0.157 -0.268 0.249
C 2.025 2.274 4.238 0.006 -0.128 0.028
O 2.582 3.203 4.736 0.009 -0.002 0.017
O 1.134 2.308 3.252 0.228 0.408 0.400
H 0.139 -3.494 2.122 0.111 0.419 0.495
H 2.386 -2.972 5.173 0.000 0.001 0.001
H 3.687 -1.456 6.676 0.000 0.001 0.001
H 3.598 1.019 6.317 -0.005 0.002 0.001
C 0.018 3.421 0.789 0.036 -0.021 0.023
N -0.609 2.080 0.926 -0.134 -0.182 -0.058
C -0.671 1.461 -0.422 0.003 -0.019 -0.006
C -1.994 2.237 1.452 -0.008 0.039 0.007
C -1.993 2.247 2.964 -0.032 -0.033 -0.034
N -1.409 0.984 3.493 -0.082 0.053 -0.011
C -2.345 -0.139 3.256 0.012 -0.026 0.014
C -1.237 1.133 4.955 0.009 0.029 0.009
H -0.517 3.990 0.026 0.001 0.005 0.006
H 1.057 3.310 0.488 -0.002 0.001 -0.009
H -0.013 3.949 1.737 0.006 -0.001 0.005
H -1.349 2.026 -1.067 0.002 0.008 0.013
H -1.032 0.433 -0.352 0.012 -0.049 0.011
H 0.319 1.467 -0.875 -0.013 0.014 -0.004
H -2.601 1.414 1.075 0.015 -0.003 -0.005
H -2.435 3.160 1.068 -0.002 -0.004 -0.013
H -3.015 2.367 3.335 0.015 0.023 0.033
H -1.395 3.075 3.347 0.021 -0.005 -0.013
H -3.348 0.121 3.606 0.005 0.006 0.019
H -2.008 -1.015 3.806 0.013 -0.003 -0.028
H -2.393 -0.397 2.200 0.009 -0.016 -0.007
H -2.198 1.345 5.430 -0.005 -0.016 -0.002
H -0.557 1.956 5.165 -0.012 0.008 0.000
H -0.840 0.211 5.378 0.010 0.004 -0.005
C 4.036 -0.230 -1.863 0.032 0.020 -0.058
N 3.487 0.252 -0.585 0.057 0.084 -0.054
C 2.363 -0.099 0.014 -0.128 -0.156 0.015
N 2.134 0.718 1.041 -0.004 0.040 0.092
C 3.199 1.578 1.006 0.092 -0.079 -0.108
N 4.033 1.318 0.034 -0.082 0.071 -0.006
C 3.459 0.552 -3.020 -0.007 0.010 0.122
C 4.209 1.517 -3.675 0.001 0.037 0.000
C 3.629 2.292 -4.674 0.012 -0.021 0.014
C 2.298 2.118 -5.009 0.030 -0.008 -0.017
C 1.546 1.138 -4.362 0.021 0.118 0.090
C 2.132 0.351 -3.380 -0.009 -0.042 0.042
C 0.132 0.982 -4.686 0.047 0.005 -0.092
N -0.618 1.756 -5.384 0.014 0.012 -0.051
N -1.876 1.172 -5.404 -0.002 -0.008 0.038
C -1.786 0.093 -4.712 -0.061 0.078 0.086
O -0.537 -0.096 -4.206 0.022 -0.045 -0.038
C -2.820 -0.880 -4.379 -0.055 -0.002 -0.154
C -4.155 -0.610 -4.675 -0.034 -0.051 -0.023
C -5.124 -1.539 -4.341 0.030 0.011 0.019
C -4.772 -2.721 -3.694 0.027 -0.002 -0.027
C -3.440 -2.991 -3.412 -0.204 0.014 -0.108
C -3.024 -4.243 -2.684 -0.003 0.032 -0.069
N -2.004 -3.895 -1.701 0.224 -0.157 0.156
C -2.074 -2.984 -0.731 0.008 -0.023 0.013
N -0.898 -2.845 -0.143 0.227 -0.159 0.347
C -0.123 -3.738 -0.822 -0.213 0.044 -0.134
N -0.749 -4.381 -1.781 -0.065 -0.042 0.037
C -2.466 -2.075 -3.774 0.069 0.051 0.066
H 3.803 -1.292 -1.937 -0.003 -0.005 0.026
H 5.112 -0.106 -1.786 0.035 -0.038 -0.054
H 1.734 -0.917 -0.301 -0.016 0.003 0.005
H 3.342 2.393 1.697 -0.003 -0.014 0.019
H 5.247 1.672 -3.405 -0.004 0.010 0.010
H 4.218 3.041 -5.184 0.000 -0.008 0.003
H 1.830 2.726 -5.772 0.001 -0.008 0.000
H 1.542 -0.423 -2.899 0.000 0.010 0.004
H -4.415 0.318 -5.166 0.000 0.002 0.010
H -6.163 -1.340 -4.568 0.006 -0.004 -0.001
H -5.540 -3.431 -3.412 -0.001 -0.002 -0.008
H -2.562 -4.976 -3.344 -0.011 0.014 0.002
H -3.873 -4.714 -2.190 0.037 -0.008 0.041
H -2.978 -2.442 -0.505 -0.030 0.005 0.021
H 0.916 -3.922 -0.603 0.068 -0.003 -0.041
H -1.422 -2.285 -3.568 -0.020 0.021 -0.026
```
Positions in Å, forces in eV/Å.